(1)
Formula: C31H28BiBrN5O4SSi
Source: the OMol25 dataset
Level of theory: ωB97M-V/def2-TZVPD

Last column: Löwdin charge in e.
Geometry (Å):
Bi  0.29  -0.30  -0.14  1.71
O  -1.98  -2.31  2.75  0.06
C  -1.46  -1.84  1.76  -0.61
O  -1.12  -0.59  1.61  -0.26
C  -1.31  -2.80  0.61  -0.20
C  -1.67  -4.17  0.84  0.02
C  -1.75  -4.97  -0.25  0.00
C  -1.46  -4.47  -1.56  -0.14
C  -1.85  -5.21  -2.71  -0.05
C  -1.65  -4.68  -3.99  -0.08
C  -1.07  -3.40  -4.11  -0.07
C  -0.81  -2.59  -3.02  -0.01
C  -1.01  -3.11  -1.69  -0.18
N  -0.98  -2.36  -0.55  0.03
H  -1.85  -4.55  1.80  0.10
H  -2.10  -6.00  -0.16  0.11
H  -2.24  -6.25  -2.61  0.11
H  -1.94  -5.32  -4.84  0.10
H  -0.88  -3.06  -5.11  0.10
H  -0.44  -1.55  -3.14  0.10
C  7.27  -0.32  0.52  -0.19
Si  5.56  0.47  0.51  0.50
C  4.67  0.51  -1.14  -0.21
C  5.65  2.15  1.33  -0.20
C  4.39  -0.71  1.45  -0.25
C  4.81  -1.85  2.13  -0.09
C  3.89  -2.79  2.61  -0.07
C  2.54  -2.57  2.30  -0.14
N  2.13  -1.45  1.72  -0.03
C  2.98  -0.48  1.39  -0.76
S  2.21  1.09  1.03  0.46
H  7.89  0.14  -0.26  0.03
H  7.10  -1.39  0.32  0.03
H  7.78  -0.22  1.51  0.04
H  5.45  0.66  -1.98  0.06
H  3.99  1.32  -1.16  -0.02
H  4.17  -0.45  -1.31  -0.01
H  6.10  2.79  0.54  0.04
H  6.36  2.14  2.16  0.02
H  4.71  2.51  1.74  0.00
H  5.88  -1.95  2.35  0.10
H  4.18  -3.70  3.07  0.08
H  1.80  -3.29  2.64  0.11
N  -3.21  5.59  2.62  0.09
C  -2.34  4.65  2.07  -0.34
C  -1.64  4.93  0.93  -0.04
C  -0.73  3.99  0.47  -0.13
N  -0.63  2.78  1.04  0.03
C  -1.39  2.47  2.08  -0.15
C  -2.26  3.38  2.64  -0.02
H  -3.20  6.58  2.34  0.10
H  -3.74  5.35  3.43  0.08
H  -1.67  5.89  0.45  0.10
H  -0.06  4.26  -0.35  0.11
H  -1.34  1.44  2.45  0.09
H  -2.66  3.14  3.62  0.11
Br  -7.84  3.12  -0.09  0.70
C  -6.20  2.45  -0.70  -0.71
C  -5.40  1.68  0.13  -0.13
C  -4.15  1.26  -0.30  -0.02
C  -3.69  1.59  -1.57  -0.12
C  -4.47  2.41  -2.41  -0.03
C  -5.71  2.78  -1.98  -0.13
C  -2.44  0.96  -2.20  -0.55
O  -2.42  0.92  -3.46  -0.02
O  -1.55  0.46  -1.40  -0.28
H  -5.84  1.33  1.10  0.12
H  -3.47  0.70  0.30  0.10
H  -4.11  2.81  -3.33  0.11
H  -6.29  3.41  -2.62  0.09
N  2.52  -1.95  -2.43  -0.04
C  1.70  -1.44  -1.78  -0.44

Calculated values
relative energy (zero: lowest compared OMol25 entry of this formula, charge and spin) = 21.4 kcal/mol
total energy = -142840.6820 eV
net charge = -1
E_LUMO = 1.91 eV
highest occupied orbital energy = -0.18530 Eh

---

(2)
Formula: C11H15N
Source: the OMol25 dataset
Level of theory: ωB97M-V/def2-TZVPD

Last column: Löwdin charge in e.
Geometry (Å):
C  1.75  -1.04  4.11  -0.06
C  1.13  -0.88  1.59  -0.12
C  1.35  -0.30  2.88  -0.24
C  0.92  0.24  0.71  -0.21
C  1.46  1.05  2.75  -0.04
C  0.57  -2.34  -0.23  -0.11
C  0.45  -1.26  -1.11  -0.09
C  0.87  -2.14  1.09  -0.05
C  0.54  0.05  -0.61  -0.03
N  1.19  1.39  1.42  0.06
H  0.45  -3.33  -0.65  0.10
H  0.23  -1.40  -2.15  0.10
H  0.85  -3.04  1.71  0.11
H  0.18  0.81  -1.28  0.08
H  0.94  -1.24  4.82  0.08
H  2.45  -0.47  4.72  0.07
H  1.58  1.90  3.40  0.12
H  1.45  2.22  0.91  0.15
H  2.08  -2.06  3.92  0.07
C  -2.78  0.93  -3.96  -0.17
C  -2.32  2.07  -3.03  -0.15
H  -2.01  0.70  -4.68  0.06
H  -2.97  0.05  -3.33  0.06
H  -3.75  1.06  -4.44  0.06
H  -1.42  1.72  -2.53  0.03
H  -2.01  2.95  -3.59  0.06
H  -3.19  2.36  -2.45  0.06

Calculated values
relative energy (zero: lowest compared OMol25 entry of this formula, charge and spin) = 18.4 kcal/mol
total energy = -13139.9934 eV
net charge = 0
SMILES string = Cc1c[nH]c2ccccc12.CC
E_LUMO = 0.96 eV
highest occupied orbital energy = -0.28816 Eh

---

(3)
Formula: C4H7ClS
Source: the OMol25 dataset
Level of theory: ωB97M-V/def2-TZVPD

Last column: Löwdin charge in e.
Geometry (Å):
C  -0.15  -0.24  -1.17  -0.10
C  0.18  1.03  -0.29  -0.67
C  -0.89  0.08  0.13  -0.85
C  -0.79  -0.93  1.30  -0.11
S  1.80  1.31  0.37  0.78
Cl  -2.51  0.95  0.19  0.57
H  -0.64  0.00  -2.15  0.11
H  0.27  -1.25  -0.99  0.11
H  -0.27  1.99  -0.73  0.11
H  -0.79  -0.41  2.32  0.10
H  0.10  -1.54  1.12  0.06
H  -1.84  -1.55  1.28  0.12
H  2.02  0.15  0.78  -0.21

Calculated values
relative energy (zero: lowest compared OMol25 entry of this formula, charge and spin) = 29.7 kcal/mol
total energy = -27617.4211 eV
net charge = 0
SMILES string = C[C@]1(Cl)C[C@@H]1S
E_LUMO = 0.80 eV
highest occupied orbital energy = -0.32958 Eh